(1)
The following is a DFT calculation (ωB97M-V with the def2-TZVPD basis set) of a molecular structure, C16H12F5PbS3 at a distorted geometry.

```
37
Properties=species:S:1:pos:R:3:forces:R:3:nbo_charge:R:1
H -0.5432 0.7918 -5.2272 0.1 0.4 0.4 0.203
F -4.3889 -3.8193 1.6795 1.3 -0.3 -0.5 -0.305
H -1.9012 1.8866 -3.4791 -0.5 -0.4 0.2 0.216
C -2.6087 -5.3396 1.2462 0.4 0.1 0.5 0.265
H 3.3440 0.5423 2.4738 -0.2 0.7 0.7 0.223
H 1.6892 3.3086 -1.5983 -0.6 -0.4 -0.6 0.220
C 1.8816 2.2084 -3.4280 1.8 0.6 0.2 -0.202
H -0.0358 4.2330 2.9937 -0.2 0.3 0.1 0.216
C 1.1646 2.7303 -2.3872 -0.1 0.3 0.8 -0.216
C -2.4229 -2.9948 0.5425 1.0 -1.0 0.4 -0.255
C 1.2448 1.0606 2.5414 -1.3 4.6 0.6 -0.237
H 2.9059 1.9063 3.7248 0.2 -0.7 -0.8 0.203
C -3.1386 -4.0460 1.1719 0.1 0.1 -0.6 0.313
S -3.0875 -1.3975 0.5109 -0.2 0.2 -0.1 -0.306
H 1.5014 3.6536 3.5880 0.8 0.3 0.6 0.198
H 1.2680 3.9324 1.7954 -0.5 -0.6 1.5 0.186
C 0.7971 3.5788 2.7948 -0.3 -1.0 -1.8 -0.639
H -0.7786 3.1075 -1.6520 -0.4 -0.2 0.5 0.220
S 0.9310 -0.5527 2.0985 -1.1 -1.1 -0.9 -0.340
C 1.2951 1.4910 -4.4584 0.9 0.5 0.8 -0.237
H 3.0674 2.2115 1.9815 -0.2 0.1 -0.1 0.198
C -0.8380 1.8458 -3.3659 0.6 0.5 -1.0 -0.226
C -1.1016 -3.3242 0.0859 -0.1 1.1 -0.1 0.286
C -0.2131 2.5334 -2.3584 0.3 1.0 0.2 -0.207
C -1.2815 -5.5970 0.8320 -0.6 1.1 0.2 0.237
Pb -1.0457 0.3891 0.2950 0.7 0.0 1.6 0.952
H 1.9430 1.0797 -5.2091 -0.2 -0.1 -0.5 0.213
H 2.9517 2.4788 -3.4070 -0.5 -0.6 -0.4 0.205
F -3.3279 -6.2976 1.8970 0.6 0.4 -0.6 -0.308
S -1.4558 1.9780 2.5535 -0.7 -0.9 -0.9 -0.378
C -0.4988 -4.5615 0.2719 -0.9 -0.7 0.3 0.321
F 0.7779 -4.8550 -0.0496 -0.7 0.5 0.0 -0.303
F -0.3493 -2.3140 -0.5108 -0.9 -1.4 0.7 -0.322
C 0.2670 2.1148 2.6885 3.8 -1.4 -0.7 -0.253
F -0.7066 -6.7794 1.0751 -0.2 -0.1 -0.1 -0.300
C 2.7507 1.4569 2.7055 -0.9 -0.6 0.2 -0.651
C -0.0566 1.3595 -4.4160 -1.6 -1.5 -0.9 -0.190
```
Positions in Å, forces in eV/Å.

The calculated total energy is -68128.432 eV. The net charge is -1. The calculation puts the energy above the lowest of the compared OMol25 structures with the same formula, charge and spin at 0.350 eV. The orbital gap is 5.81 eV. The calculation puts the HOMO energy at -3.15 eV.

---

(2)
The following is a DFT calculation (ωB97M-V with the def2-TZVPD basis set) of a molecular structure, C16H12IN2O2S4SbSe4Tc at a distorted geometry.

```
43
Properties=species:S:1:pos:R:3:forces:R:3:nbo_charge:R:1
H -3.3220 -2.3204 -0.1229 0.0 0.0 0.0 0.430
H 0.2300 -2.4116 -2.1491 0.0 0.0 0.0 0.257
H -1.0477 -3.5687 -2.6343 0.0 0.0 0.0 0.252
Sb -1.5015 4.0475 0.9670 0.2 0.3 0.7 0.999
C -0.1866 -0.6388 4.7529 0.0 0.0 -0.1 -0.193
C -1.0143 0.5883 2.8534 0.1 0.0 0.0 -0.227
I 0.4692 -4.6465 -0.7328 0.1 -0.1 0.1 0.185
C -1.8124 1.8247 -2.0982 0.4 0.0 -0.1 -0.358
H -1.7393 1.2856 2.4527 0.0 0.0 0.0 0.216
H 1.5025 -1.8920 4.4103 0.0 0.0 0.0 0.212
C -0.5283 -3.1069 -1.8002 -0.1 0.1 -0.1 -0.636
C 2.7054 -1.4466 -0.4739 0.0 0.1 0.0 0.073
Se 0.7058 3.4748 2.2482 -0.3 -0.2 -0.4 -0.172
C 0.8063 -1.1961 3.9620 -0.1 0.0 0.1 -0.191
C 3.6780 -2.3653 -0.1692 0.0 0.0 0.0 -0.252
C -1.1035 0.2429 4.1933 0.0 0.0 0.1 -0.183
C 1.8835 -1.4427 1.7098 -0.1 0.1 0.2 0.234
O -1.0203 -1.5094 -0.0987 0.0 0.2 0.1 -0.645
C -2.3002 2.9310 -4.4299 0.0 -0.3 0.0 0.225
H -0.2472 -0.8931 5.8022 0.0 0.0 0.0 0.227
H -1.8847 0.6704 4.8086 0.0 0.0 0.0 0.228
C -1.4452 -2.4010 -0.8564 0.1 0.1 0.2 0.699
H 4.3686 -2.6928 -0.9318 0.0 0.0 0.0 0.245
O -2.8407 3.4659 -5.3377 0.0 0.2 0.0 -0.480
Se 1.2176 2.3421 0.2404 0.1 -0.3 -0.1 0.287
H 4.4812 -3.5851 1.4116 0.0 0.0 0.0 0.238
Se -3.2736 3.7994 2.4396 -0.3 0.0 0.1 -0.420
S 0.5862 0.5876 -2.3507 -0.3 -0.2 0.9 0.283
C 2.8394 -2.3898 2.0725 0.0 0.0 0.0 -0.226
C 0.8850 -0.8549 2.6156 0.2 -0.1 -0.1 -0.061
S -3.0682 2.7302 -2.8121 -0.2 0.2 -0.1 0.455
C -0.0139 0.0593 2.0381 -0.1 0.1 -0.1 -0.156
S -0.6954 2.1542 -4.5171 0.0 0.2 -0.2 0.402
H -3.0799 -3.5188 -1.3573 0.0 0.0 0.0 0.420
Tc 0.1701 0.2694 -0.0037 0.3 0.6 -0.8 0.202
H 2.6285 -1.0246 -1.4679 0.0 0.0 0.0 0.213
N -2.7196 -2.7627 -0.8002 0.0 0.0 -0.1 -0.742
C 3.7359 -2.8519 1.1341 0.0 0.0 0.0 -0.110
C -0.6856 1.5319 -2.8980 -0.3 0.1 0.4 -0.471
S -1.9626 1.3891 -0.4593 0.4 -0.7 -0.1 0.160
Se -1.0619 5.3090 -0.9247 0.1 0.0 -0.3 -0.419
N 1.8244 -0.9978 0.4364 -0.4 -0.1 -0.2 -0.437
H 2.8750 -2.7545 3.0876 0.0 0.0 0.0 0.237
```
Positions in Å, forces in eV/Å.

The calculated total energy is -345420.178 eV. The net charge is +1. The calculation puts the energy above the lowest of the compared OMol25 structures with the same formula, charge and spin at 0.092 eV. The orbital gap (alpha / beta) is 4.84 / 4.84 eV. The calculation puts the HOMO energy (alpha / beta) at -10.71 / -10.71 eV.

---

(3)
The following is a DFT calculation (ωB97M-V with the def2-TZVPD basis set) of a molecular structure, C16H12N3O2ReS4Sb.

```
39
Properties=species:S:1:pos:R:3:forces:R:3:nbo_charge:R:1
H 4.6173 1.2548 0.1412 0.0 0.0 0.0 0.257
H -4.5771 -4.2627 3.2040 0.1 0.0 0.0 0.198
C -3.8117 -0.3049 3.5152 -0.1 -0.1 0.1 -0.259
C -3.6292 -2.2363 1.8984 -0.1 0.1 0.2 -0.281
C 2.6163 0.9784 0.9465 0.1 0.0 0.1 -0.195
H -2.8515 1.4904 2.9461 0.0 -0.1 -0.1 0.264
C -0.5122 1.0481 -1.2067 0.1 -0.2 0.3 0.138
S 5.2236 -0.3566 -3.7430 -0.3 0.2 0.2 -0.156
C -4.1008 -1.6667 3.1465 -0.1 -0.2 0.0 0.543
H 2.9593 0.8720 1.9689 0.0 0.0 -0.1 0.276
C -2.8968 -1.4698 1.0796 0.2 0.2 -0.1 -0.110
H -2.5473 -1.8587 0.1294 0.0 0.1 0.0 0.249
C 0.2258 1.6001 -3.4912 0.0 0.0 -0.1 -0.292
H 0.5551 0.7091 1.4219 0.1 0.0 -0.1 0.247
O -4.8033 -2.2987 3.9985 -0.2 -0.6 0.1 -0.361
C 1.2779 0.8916 0.6337 -0.2 0.0 0.1 -0.081
H -5.0791 -4.1182 4.9036 0.0 0.0 0.2 0.248
H 0.0299 1.8211 -4.5329 0.0 0.0 0.1 0.289
O 2.5528 1.8947 -3.7609 -0.2 -0.2 0.1 -0.576
H -4.2059 0.0645 4.4538 0.0 -0.1 0.0 0.283
C 0.8693 1.0563 -0.6987 -0.5 -0.1 0.2 -0.069
C -0.7627 1.3293 -2.6103 -0.1 0.0 0.2 -0.023
C -2.6027 -0.0883 1.4411 0.3 0.0 -0.4 0.147
H -3.8891 -3.2443 1.6137 0.0 0.0 0.0 0.267
S 8.7971 -0.0310 -2.2440 0.1 0.0 0.1 -0.315
Re 4.4370 1.4708 -3.0362 0.8 0.2 -0.1 0.768
Sb 8.0048 0.4026 -4.1885 0.0 0.0 0.0 1.373
N -1.9439 0.7178 0.6656 0.2 0.3 0.6 -0.032
C 1.8497 1.3006 -1.6267 0.5 0.2 -0.3 0.097
N 3.1744 1.3542 -1.3316 0.0 -0.1 0.2 -0.463
C 1.5565 1.6032 -3.0191 0.6 0.2 -0.3 0.520
S 5.9061 2.9454 -3.0548 -0.8 -0.4 0.1 0.039
H -6.2414 -3.7423 3.6133 -0.2 0.1 -0.1 0.240
S 7.8938 0.8097 -6.2857 0.0 0.1 -0.2 -0.274
C -5.2007 -3.7264 3.9054 0.1 0.4 -0.1 -0.256
C -3.0815 0.4606 2.6984 0.1 0.1 -0.2 -0.094
C 3.5574 1.1986 -0.0621 -0.2 0.0 -0.2 0.140
H -1.7956 1.3207 -2.9364 0.0 0.0 0.1 0.269
N -1.5717 0.8105 -0.4961 -0.4 -0.1 -0.7 -0.019
```
Positions in Å, forces in eV/Å.

The calculated total energy is -77330.870 eV. The net charge is +3. The orbital gap is 6.09 eV. The calculation puts the HOMO energy at -16.94 eV.

---

Repeat the first record exactly.
The following is a DFT calculation (ωB97M-V with the def2-TZVPD basis set) of a molecular structure, C16H12F5PbS3 at a distorted geometry.

```
37
Properties=species:S:1:pos:R:3:forces:R:3:nbo_charge:R:1
H -0.5432 0.7918 -5.2272 0.1 0.4 0.4 0.203
F -4.3889 -3.8193 1.6795 1.3 -0.3 -0.5 -0.305
H -1.9012 1.8866 -3.4791 -0.5 -0.4 0.2 0.216
C -2.6087 -5.3396 1.2462 0.4 0.1 0.5 0.265
H 3.3440 0.5423 2.4738 -0.2 0.7 0.7 0.223
H 1.6892 3.3086 -1.5983 -0.6 -0.4 -0.6 0.220
C 1.8816 2.2084 -3.4280 1.8 0.6 0.2 -0.202
H -0.0358 4.2330 2.9937 -0.2 0.3 0.1 0.216
C 1.1646 2.7303 -2.3872 -0.1 0.3 0.8 -0.216
C -2.4229 -2.9948 0.5425 1.0 -1.0 0.4 -0.255
C 1.2448 1.0606 2.5414 -1.3 4.6 0.6 -0.237
H 2.9059 1.9063 3.7248 0.2 -0.7 -0.8 0.203
C -3.1386 -4.0460 1.1719 0.1 0.1 -0.6 0.313
S -3.0875 -1.3975 0.5109 -0.2 0.2 -0.1 -0.306
H 1.5014 3.6536 3.5880 0.8 0.3 0.6 0.198
H 1.2680 3.9324 1.7954 -0.5 -0.6 1.5 0.186
C 0.7971 3.5788 2.7948 -0.3 -1.0 -1.8 -0.639
H -0.7786 3.1075 -1.6520 -0.4 -0.2 0.5 0.220
S 0.9310 -0.5527 2.0985 -1.1 -1.1 -0.9 -0.340
C 1.2951 1.4910 -4.4584 0.9 0.5 0.8 -0.237
H 3.0674 2.2115 1.9815 -0.2 0.1 -0.1 0.198
C -0.8380 1.8458 -3.3659 0.6 0.5 -1.0 -0.226
C -1.1016 -3.3242 0.0859 -0.1 1.1 -0.1 0.286
C -0.2131 2.5334 -2.3584 0.3 1.0 0.2 -0.207
C -1.2815 -5.5970 0.8320 -0.6 1.1 0.2 0.237
Pb -1.0457 0.3891 0.2950 0.7 0.0 1.6 0.952
H 1.9430 1.0797 -5.2091 -0.2 -0.1 -0.5 0.213
H 2.9517 2.4788 -3.4070 -0.5 -0.6 -0.4 0.205
F -3.3279 -6.2976 1.8970 0.6 0.4 -0.6 -0.308
S -1.4558 1.9780 2.5535 -0.7 -0.9 -0.9 -0.378
C -0.4988 -4.5615 0.2719 -0.9 -0.7 0.3 0.321
F 0.7779 -4.8550 -0.0496 -0.7 0.5 0.0 -0.303
F -0.3493 -2.3140 -0.5108 -0.9 -1.4 0.7 -0.322
C 0.2670 2.1148 2.6885 3.8 -1.4 -0.7 -0.253
F -0.7066 -6.7794 1.0751 -0.2 -0.1 -0.1 -0.300
C 2.7507 1.4569 2.7055 -0.9 -0.6 0.2 -0.651
C -0.0566 1.3595 -4.4160 -1.6 -1.5 -0.9 -0.190
```
Positions in Å, forces in eV/Å.

The calculated total energy is -68128.432 eV. The net charge is -1. The calculation puts the energy above the lowest of the compared OMol25 structures with the same formula, charge and spin at 0.350 eV. The orbital gap is 5.81 eV. The calculation puts the HOMO energy at -3.15 eV.

---

- The highest net charge belongs to which entry?
  C16H12N3O2ReS4Sb

---

- The lowest net charge belongs to which entry?
  C16H12F5PbS3